1.
Formula: C5H7NO
Source: the OMol25 dataset
Level of theory: ωB97M-V/def2-TZVPD

The geometry in ORCA input format:
```
! wB97M-V def2-TZVPD RIJCOSX def2/J DEFGRID3
* xyz 0 1
O 0.71502 -1.17001 0.66587
N 2.20799 -0.25256 -0.93205
C -1.52054 -0.44847 0.23246
C -0.27196 -0.99585 -0.45928
C -0.97209 0.87243 0.77434
C 0.28698 0.94998 -0.07024
C 1.18230 -0.07443 0.01165
H -0.71278 0.81724 1.83464
H 0.46438 1.72085 -0.81288
H 1.62781 -0.66384 -1.67387
H -1.88630 -1.17605 0.96418
H -2.28691 -0.28473 -0.53189
H -1.62496 1.73211 0.61823
H 2.79107 -1.02667 -0.62114
*
```

E_HOMO (eV): -8.400
Relative energy (zero: lowest compared OMol25 entry of this formula, charge and spin) (kcal/mol): 114.92
Gap between HOMO and LUMO (eV): 9.185
Max |F| (eV/A): 0.712
Lowest unoccupied orbital energy (eV): 0.8


2.
Formula: C36H102ClN9O4
Source: the OMol25 dataset
Level of theory: ωB97M-V/def2-TZVPD

The geometry in ORCA input format:
```
! wB97M-V def2-TZVPD RIJCOSX def2/J DEFGRID3
* xyz 2 1
Cl -0.90396 0.75709 -0.37106
O 0.11685 0.29809 -1.32254
O -1.26126 -0.27762 0.46658
O -1.99839 1.10432 -1.13708
O -0.34960 1.81193 0.41938
N 5.73560 -1.59107 3.00232
N -5.29295 3.83560 -4.14239
N -0.93301 4.88125 6.42502
N -5.47340 -1.40531 -1.61621
N -1.83273 1.58261 4.40840
N -3.42303 -5.10076 -2.13870
N 4.08669 -2.63350 -8.28962
N -1.08420 5.60868 -4.75230
N -2.14845 -2.34559 6.22486
C 4.44986 -1.75805 -5.94739
C -1.09932 6.19692 4.25732
C 0.33738 -2.48994 6.59865
C 5.52256 0.63181 4.31123
C -3.71593 -4.26620 5.40442
C -1.67565 4.52920 7.63856
C -1.84472 7.52035 -3.14425
C -4.16417 -7.54856 -2.04739
C -0.76402 6.43226 -3.53567
C 5.15378 -2.58946 2.08095
C -2.06658 -5.37870 -1.61605
C 0.75869 6.57654 7.41224
C 5.20878 -0.20397 3.01701
C 5.02475 -2.07929 0.64240
C 4.35503 -2.47866 -9.82866
C -1.36247 6.44331 -5.95859
C 0.49702 5.22147 6.65115
C 7.75355 -2.93613 3.56408
C -3.30751 -2.76614 5.32058
C -2.40540 -2.63373 7.68862
C 7.19914 -1.59489 3.04148
C 4.71612 -1.58481 -7.42330
C -2.10593 -5.55058 -0.16053
C -3.61893 -1.88763 8.18483
C -0.10879 7.21081 -6.21064
C 5.83543 -2.19977 -10.18719
C -0.83186 3.40489 -5.81443
C -3.49192 -5.04542 -3.64326
C -2.49252 -4.04022 -4.16113
C -1.67157 5.92651 5.65982
C 2.59614 -2.79602 -8.10273
C -0.13599 4.47182 -4.99265
C 1.86907 -3.85895 -8.99735
C -0.82854 -2.98073 5.77208
C -1.21108 3.32685 8.55282
C -4.48875 -6.08665 -1.69209
H -2.03991 3.21055 9.25111
H -4.57195 -2.28702 7.83794
H 0.94305 4.37879 7.17939
H -1.71958 6.92468 3.73411
H -0.04679 7.99109 -5.45208
H -3.59961 -1.87177 9.27455
H -2.58263 -3.70798 7.74010
H 4.12570 -0.32657 3.01308
H -1.41165 1.70514 3.49857
H -1.73732 6.83719 6.25517
H 7.51732 -1.52243 2.00148
H -0.24896 3.60500 8.98300
H -5.60927 4.18509 -3.24913
H 4.55413 -1.09913 0.56548
H -4.28575 3.79430 -4.20525
H -2.83024 7.09338 -3.33008
H 0.70940 7.45037 6.76254
H -1.06369 -5.64104 0.14550
H -5.78207 2.98733 -4.38996
H 6.51074 -2.78061 -9.55895
H 7.55284 -0.66788 3.49276
H 4.46673 -0.58830 -7.78783
H -5.54586 4.59458 -4.75890
H 1.09823 5.17870 5.74295
H 1.15830 -4.44633 -8.41607
H -1.85404 5.86459 -6.74059
H -2.73368 5.73839 5.50282
H 0.29514 4.16647 -4.03924
H 1.28712 -2.71599 6.11388
H 8.77012 -2.63804 3.82068
H -0.74820 -2.58156 4.76098
H -4.22205 -4.49527 4.46662
H 2.54374 -3.18790 -7.08697
H -4.47307 -4.84210 -4.07234
H 4.86556 1.47305 4.53208
H 3.45686 -1.47265 -5.60014
H -1.67699 5.37631 8.32448
H 3.70627 -1.82333 -10.40982
H 6.05322 -2.42073 -11.23210
H 1.83514 6.59693 7.58235
H 5.63723 -0.02429 5.17406
H -1.47697 -4.49785 -1.87013
H -5.88446 -1.05093 -2.46799
H -0.12629 6.68403 4.32083
H -2.10903 7.20105 -5.72070
H 7.31154 -3.27186 4.50217
H 4.40593 -2.70355 -0.00216
H -1.70202 0.68314 4.84882
H -4.79529 -2.14825 -1.52505
H 0.29830 -2.82175 7.63619
H 4.75542 -2.75700 -5.63620
H -0.73347 5.83436 -2.62480
H 7.72647 -3.73507 2.82310
H -1.02071 2.42979 7.96362
H -1.47522 -4.42794 -4.21468
H 0.78991 6.60350 -6.31842
H 0.81809 4.67470 -5.47913
H -0.97741 3.77571 -6.82903
H -4.57899 -5.88125 -0.62543
H -2.68615 -6.38493 0.23356
H 6.51796 1.07233 4.25461
H 0.15302 6.76039 8.29963
H 4.19825 -2.79903 2.56173
H -2.71168 4.47326 7.30448
H 5.50606 0.30920 2.10247
H 5.56692 -3.59766 2.11179
H -5.48614 -5.85332 -2.06474
H 4.15182 -3.50138 -10.14622
H 2.60622 -4.56070 -9.38754
H -4.10920 -2.08949 5.61644
H -2.36337 -3.21165 -3.46479
H -1.60931 -2.35752 8.38003
H -4.32519 -4.61811 6.23692
H -2.56337 -4.66696 0.28453
H -1.78259 7.85698 -2.10940
H -3.04699 -2.44521 4.31200
H 5.78998 -1.61988 -7.60681
H -0.93863 5.29936 3.66011
H 2.14594 -1.80438 -8.14843
H -1.79067 8.44348 -3.72132
H 0.15308 -1.41598 6.57125
H -3.17575 -5.98878 -4.08847
H -6.05985 -1.41768 -0.79400
H -2.83242 1.54258 4.27021
H -0.13001 2.57156 -5.78171
H 5.99528 -2.16434 0.15360
H -4.77202 -8.21232 -1.43254
H -3.66713 -0.83091 7.92192
H -1.61872 -6.25220 -2.08989
H 5.95998 -1.13105 -10.01278
H -3.13873 -7.91810 -2.05007
H -2.71731 -3.76846 -5.19250
H -0.18155 7.71335 -7.17513
H -1.67687 2.29982 5.10224
H 5.06326 -0.97433 -5.50283
H -0.97641 -4.03117 5.52149
H -2.88996 -4.97645 5.36681
H -1.75187 2.99676 -5.39597
H -4.84232 -0.67548 -1.31756
H -4.47499 -7.71929 -3.07809
H 0.30202 6.65821 -3.56015
H 1.55580 -3.27590 -9.86338
*
```

E_HOMO (eV): -9.983
Relative energy (zero: lowest compared OMol25 entry of this formula, charge and spin) (kcal/mol): 168.02
Gap between HOMO and LUMO (eV): 3.618
Max |F| (eV/A): 6.984
Lowest unoccupied orbital energy (eV): -6.4